[1]
# C7H17NO

3 unconnected molecules or ions with the total composition C7H17NO at a distorted geometry (ωB97M-V with the def2-TZVPD basis set, the Open Molecules 2025 dataset).

**HOMO level**: -10.04 eV
**ΔE to the lowest compared entry with this formula, charge and spin**: 5.7374 eV
**Lowest unoccupied orbital energy**: 0.3 eV
**Frontier orbital gap**: 10.4 eV

ORCA input file:
```
! RIJCOSX wB97M-V def2-TZVPD def2/J DEFGRID3
* xyz 0 1
H -0.1478 3.3663 0.3156
H 1.6392 0.7780 -0.8899
H 2.1813 -0.6709 1.5847
N -1.8514 -1.8824 -0.4868
C 0.5744 1.5307 0.8229
C 1.0593 0.3425 -0.0803
H 3.0307 -1.6033 -0.8069
C 0.2125 2.6123 -0.2877
H -3.3458 0.8576 0.7297
H -1.6595 -1.6346 -1.5982
C 2.2569 -1.9937 -0.2490
O -1.5753 -0.9510 1.5497
C 1.6289 -0.9181 0.6666
H 1.1838 1.9870 1.7112
C -1.9906 -0.8675 0.4245
H 0.1324 -0.2811 -0.6364
H -0.4513 -2.1064 -0.3997
H 2.6884 -2.8832 0.2449
H -0.3111 2.4430 -1.2320
H 1.4284 -2.1870 -0.9363
C -2.7601 0.2418 -0.2511
H -2.0249 1.1102 -0.6976
H 1.2300 2.8288 -0.8010
H -0.5429 1.2961 1.1658
H -3.3584 -0.0401 -1.0949
H 0.7729 -1.3751 1.2323
*
```

=====

[2]
# C4H7NO2

C4H7NO2 in the gas phase (ωB97M-V with the def2-TZVPD basis set, the Open Molecules 2025 dataset).

**HOMO level**: -9.90 eV
**ΔE to the lowest compared entry with this formula, charge and spin**: 1.4646 eV
**Lowest unoccupied orbital energy**: 0.8 eV
**Frontier orbital gap**: 10.7 eV

ORCA input file:
```
! RIJCOSX wB97M-V def2-TZVPD def2/J DEFGRID3
* xyz 0 1
H 1.2562 -0.6876 1.6633
O 0.1117 0.9649 1.3459
H -1.0111 -0.4828 -1.9499
H -1.8372 -0.3331 -0.3870
C -0.1310 1.6784 0.2296
C 0.2271 -0.9433 -0.2231
C 0.2816 -0.4635 1.2232
H 1.4943 0.1465 -1.2013
O 1.4641 -0.7676 -0.8840
H 0.1038 2.7311 0.3842
C -0.8880 -0.1612 -0.9130
N -0.5728 1.2659 -0.8851
H -0.5027 -0.9415 1.8199
H 0.0220 -2.0193 -0.2372
*
```

=====

[3]
# C45H45N3O27

9 unconnected molecules or ions with the total composition C45H45N3O27 at a distorted geometry (ωB97M-V with the def2-TZVPD basis set, the Open Molecules 2025 dataset).

**Expectation value of S²**: 0.771
**HOMO level (spin up / spin down)**: -10.84 / -10.84 eV
**Lowest unoccupied orbital energy (spin up / spin down)**: -6.5 / -8.3 eV
**Frontier orbital gap (spin up / spin down)**: 4.4 / 2.6 eV

ORCA input file:
```
! RIJCOSX wB97M-V def2-TZVPD def2/J DEFGRID3
* xyz 1 2
C -7.1977 -0.8728 4.5688
O 6.6523 4.0256 2.7317
C -0.2289 -3.4412 -3.3616
O -3.8534 -3.1776 0.7992
H -4.0967 -0.8643 -3.1279
H 7.0527 3.3295 3.2578
C 0.3388 -5.6761 0.1231
C -6.3990 -1.3201 2.2925
H 1.8035 0.7899 1.2470
O 2.3731 -0.9315 -5.7427
C -2.2072 2.1874 -2.7310
H 5.2030 5.6806 1.9321
O 0.3762 1.1402 -0.7670
C 4.1463 6.2287 -2.7906
H 3.6795 -3.3410 -1.7409
H -1.5690 0.8471 -0.2849
C 4.5487 4.9895 2.4426
O -4.2837 -5.4281 -3.4297
C -3.7570 -1.9304 -1.2527
H -4.1719 4.4171 -2.1895
H -3.7824 -5.3522 -0.8237
C 3.9946 5.6105 -4.1198
H 4.1689 -3.6471 3.2311
O 2.6283 -2.1350 0.0542
C 2.1360 -4.3128 -0.9429
O 4.6978 6.3059 -5.0685
C -4.0531 -1.8087 -2.6058
N 4.4605 -2.0175 4.5714
H 1.6740 -6.2882 -1.5023
O 1.2671 4.2222 3.8235
C -5.2837 -0.6579 2.5289
H -7.8706 -1.1489 5.3672
H 3.6512 5.8056 -0.6735
H -7.4659 -2.3884 1.1978
H 5.8630 -3.3506 3.5795
H 3.9142 -0.3898 3.4162
C 3.2886 3.1370 4.1386
C 1.6735 -1.5919 -4.9656
C 3.2486 4.5589 -4.3547
C -1.3744 -0.0056 2.0603
O 0.5780 -5.2235 -4.6270
C 0.5621 -3.9087 -4.5187
C 0.2135 -4.6104 1.0934
O -5.8345 0.3649 6.1065
H -1.1334 2.1284 -2.9669
C -4.1576 3.7196 -3.0271
H 2.7186 2.5062 4.8046
O 2.1016 3.7628 -0.8799
C 1.4275 -5.4900 -0.8179
C 2.5822 4.1145 3.5207
H -4.3891 4.2587 -3.9457
H 0.5829 -2.7067 1.6924
H -0.2848 -1.6758 -2.0927
C 2.7212 4.4364 -1.9352
C -3.8441 -3.1139 -0.4585
C 1.4316 -3.0788 -5.2625
O -4.0735 0.8925 3.9025
H -1.0872 -0.8654 2.6656
H -4.9389 0.6973 6.2025
H -2.2174 4.1232 -5.1538
H -0.9475 4.2692 -3.8329
C 0.9628 -1.2392 -3.7184
O -4.7332 -3.0600 -4.5893
H 1.0413 1.2092 2.8018
O 5.2891 2.1076 4.4205
H 3.1824 4.2093 -5.3744
C 3.1107 5.1554 2.5472
C 0.9858 -3.4661 1.0387
C -4.4291 -3.0376 -3.3803
O -8.7579 -1.6204 3.0962
H -4.8564 2.8977 -2.8716
C 5.3013 4.0810 3.0435
O -1.1092 -4.0406 -2.7361
H -4.4846 -5.1265 -4.3186
H 0.9527 0.0835 -2.3678
C 2.3635 3.9133 -3.2955
O 4.6668 -1.5467 6.8182
O -2.8945 1.3625 -2.1545
O -3.2160 -0.8779 -0.6541
H -1.2788 -5.5102 1.8239
C -2.0060 4.2576 -4.0930
H 0.8131 4.7850 3.1921
C 4.7108 3.0358 3.9181
H 2.6356 -1.4663 3.7219
H 1.2618 -0.3645 2.3628
C -6.0769 -0.1150 4.8386
O -0.7451 -4.7342 2.0102
O -0.3967 -6.6487 0.0102
H 1.9802 -3.6016 -6.0320
H 3.2530 -0.4076 5.1142
H 5.3033 6.8974 -4.6158
C 0.9656 0.5831 1.9128
C 4.9031 -2.2486 5.8059
O 4.7963 7.2719 -2.6382
H 1.4635 3.0947 -1.1408
C 0.1626 -2.1121 -2.9736
C -4.3153 -4.3250 -2.6231
H -2.3461 5.2443 -3.7789
O 2.4286 6.1053 2.1513
O 3.1175 -4.0919 -1.9458
C 3.4787 -0.9858 4.2182
C 4.8983 -2.8636 3.4365
O -6.6373 -1.9101 1.1188
C -3.9357 -4.3789 -1.2661
C 3.5504 5.4699 -1.6950
H 5.6461 -3.0595 5.8586
N -2.7622 3.3219 -3.2283
N -0.3467 0.4480 1.2331
C -0.4980 0.7960 -0.0349
H -4.5807 -0.6347 1.7094
H 4.8760 -2.2518 2.5346
O 1.2263 0.0027 -3.2844
C 2.0134 -3.2039 0.0333
H -3.3880 -0.0829 -1.1641
H -0.0229 -5.6530 -4.0137
H -2.3139 -0.1391 1.5241
H -1.3836 0.7496 2.8463
O 1.5073 3.0673 -3.5484
C -7.5581 -1.3113 3.2585
C -5.0319 0.1664 3.7806
*
```

=====

[4]
# C3H5CuO4

A molecular structure, C3H5CuO4 at a distorted geometry (ωB97M-V with the def2-TZVPD basis set, the Open Molecules 2025 dataset).

**Expectation value of S²**: 0.752
**HOMO level (spin up / spin down)**: -1.61 / -4.31 eV
**ΔE to the lowest compared entry with this formula, charge and spin**: 1.9621 eV
**Lowest unoccupied orbital energy (spin up / spin down)**: 3.7 / 3.7 eV
**Frontier orbital gap (spin up / spin down)**: 5.3 / 8.0 eV

ORCA input file:
```
! RIJCOSX wB97M-V def2-TZVPD def2/J DEFGRID3
* xyz -1 2
Cu 3.8249 0.1604 0.0560
C 1.0423 0.1949 -0.3987
H -1.8909 -1.1066 0.8047
H -2.0084 1.1858 -0.6696
O 0.0248 1.0741 -0.7355
O 1.9353 -0.0427 -1.2637
O 1.5123 0.3315 0.9042
H -1.6575 -1.1565 -0.9882
C -1.1917 0.7540 -0.0800
H 0.7905 -0.5874 1.3026
H -1.1787 1.1718 0.9399
C -1.2661 -0.7684 -0.0331
O 0.0632 -1.2108 0.1614
*
```

=====

[5]
# C12H27Cl2O2P2Pm

A molecular structure, C12H27Cl2O2P2Pm at a distorted geometry (ωB97M-V with the def2-TZVPD basis set, the Open Molecules 2025 dataset).

**Expectation value of S²**: 6.010
**HOMO level (spin up / spin down)**: -16.49 / -16.43 eV
**Lowest unoccupied orbital energy (spin up / spin down)**: -8.3 / -8.2 eV
**Frontier orbital gap (spin up / spin down)**: 8.1 / 8.3 eV

ORCA input file:
```
! RIJCOSX wB97M-V def2-TZVPD def2/J DEFGRID3
* xyz 2 5
H -3.2084 -2.0877 1.0952
C -2.7265 -2.0767 2.0811
C 0.5721 -2.2378 -0.7867
C -4.4276 1.2277 -0.0839
H -4.4005 2.3215 -0.1368
H 3.0300 -0.1294 -4.0965
H 3.0548 1.7911 -2.3810
H -0.6538 -1.9510 4.2374
H 3.6839 3.4330 0.8873
C 0.6488 3.0760 -2.3051
Cl -2.1057 1.5182 1.3283
C 3.1023 3.0082 0.0624
H -1.9737 -4.7181 1.9060
C -1.2597 -4.1957 1.2503
H -0.3834 1.1688 -2.1133
H 2.4077 3.7891 -0.2666
H 1.8049 -0.9359 -3.1340
O -2.4500 -0.0034 -0.8058
H -0.2496 3.5154 -2.7535
C 2.2294 0.0409 -3.3699
P 1.5595 0.7919 -0.7799
H -1.6948 -4.1101 0.2429
C -2.9803 0.7746 -0.0341
H -0.3223 -4.7655 1.1824
C 2.3295 1.7893 0.5865
H 1.4816 2.1185 1.2118
H 1.0778 3.8566 -1.6736
H -4.9606 0.9734 0.8587
H 1.4535 0.6061 -3.8841
H 2.9811 1.1501 1.2324
O -0.0845 -2.5444 -1.7155
P -0.9540 -2.5042 1.9219
C -0.6248 -2.9105 3.6986
Pm 1.5367 -1.1258 1.1764
Cl 3.1509 -1.2791 3.0830
H -3.2052 -2.8251 2.7324
H 3.6723 0.2529 -1.7854
H 0.3749 -3.3528 3.7980
H 3.8022 2.7532 -0.7430
H -1.3747 -3.6070 4.1023
C 2.7641 0.7607 -2.1384
H 1.3380 2.8709 -3.1260
H -0.3977 2.1477 -0.6626
H -2.8229 -1.0788 2.5283
C 0.2436 1.8368 -1.5024
H -5.0388 0.8666 -0.9255
*
```

=====

Repeat the fourth record exactly.
# C3H5CuO4

A molecular structure, C3H5CuO4 at a distorted geometry (ωB97M-V with the def2-TZVPD basis set, the Open Molecules 2025 dataset).

**Expectation value of S²**: 0.752
**HOMO level (spin up / spin down)**: -1.61 / -4.31 eV
**ΔE to the lowest compared entry with this formula, charge and spin**: 1.9621 eV
**Lowest unoccupied orbital energy (spin up / spin down)**: 3.7 / 3.7 eV
**Frontier orbital gap (spin up / spin down)**: 5.3 / 8.0 eV

ORCA input file:
```
! RIJCOSX wB97M-V def2-TZVPD def2/J DEFGRID3
* xyz -1 2
Cu 3.8249 0.1604 0.0560
C 1.0423 0.1949 -0.3987
H -1.8909 -1.1066 0.8047
H -2.0084 1.1858 -0.6696
O 0.0248 1.0741 -0.7355
O 1.9353 -0.0427 -1.2637
O 1.5123 0.3315 0.9042
H -1.6575 -1.1565 -0.9882
C -1.1917 0.7540 -0.0800
H 0.7905 -0.5874 1.3026
H -1.1787 1.1718 0.9399
C -1.2661 -0.7684 -0.0331
O 0.0632 -1.2108 0.1614
*
```